1.
Entry from the Open Molecules 2025 dataset: a structure of composition C32H37F18O17Zr (ωB97M-V with the def2-TZVPD basis set).

Positions of all 105 atoms, in Å:
Zr  -3.555  2.850  0.137
F  5.319  3.679  0.354
F  6.398  -3.914  -2.039
F  2.554  -3.787  3.068
F  2.755  -1.721  2.679
F  6.857  3.293  -1.143
F  -2.656  -4.310  3.670
F  6.360  1.764  0.291
F  -2.642  -0.378  -4.611
F  6.722  -3.200  -4.105
F  1.947  -2.990  1.128
F  6.245  -1.838  -2.574
F  -1.344  -2.743  2.996
F  -6.292  -0.511  2.314
F  -3.221  -0.549  -2.527
F  -6.968  0.348  4.209
F  -6.917  1.532  2.387
F  -1.389  -4.626  1.939
F  -1.134  -0.224  -3.047
O  3.799  -3.660  -2.297
O  4.577  -2.710  0.473
O  -2.877  2.141  -2.244
O  0.985  7.537  0.144
O  3.762  1.688  -0.730
O  -4.227  -2.637  2.063
O  -2.319  2.223  -4.407
O  -2.718  4.036  1.757
O  -4.283  1.849  2.736
O  -1.306  8.374  1.836
O  4.079  -2.948  -4.412
O  -4.341  0.512  4.487
O  5.084  -3.708  2.390
O  -1.665  3.752  -0.538
O  -3.028  -3.462  0.383
O  -2.183  1.304  0.700
O  4.787  2.381  -2.575
C  -1.180  4.753  0.107
C  -1.864  4.990  1.522
C  -0.741  -0.607  0.283
C  -2.136  -3.749  2.595
C  -0.001  6.872  0.430
C  7.073  -4.549  1.230
C  -2.961  0.768  4.737
C  -0.982  7.227  1.540
C  2.840  -2.921  2.095
C  4.261  -3.122  1.546
C  1.732  2.421  -1.789
C  5.984  -3.097  -2.988
C  2.391  -3.737  -2.281
C  -4.957  -4.572  -0.605
C  5.872  2.761  -0.459
C  1.821  -2.340  -2.148
C  -2.816  3.577  -4.528
C  -1.778  6.225  2.114
C  4.491  -3.217  -3.336
C  -1.029  0.624  1.134
C  2.610  1.239  -1.430
C  -2.390  0.067  -3.378
C  -6.298  0.575  3.093
C  -2.599  1.603  -3.291
C  -3.258  -3.215  1.656
C  6.498  -3.528  2.179
C  -4.220  3.628  -5.076
C  -4.063  -3.329  -0.589
C  -2.566  0.073  6.037
C  4.752  2.267  -1.384
C  -4.854  1.010  3.404
C  -0.228  5.690  -0.285
H  -2.689  4.199  -3.644
H  2.004  -4.181  -3.201
H  0.987  2.269  -2.580
H  -4.981  3.252  -4.388
H  -1.560  -1.283  0.524
H  -3.222  0.390  6.847
H  6.443  -5.422  1.074
H  -2.147  4.005  -5.276
H  1.131  2.818  -0.970
H  -1.131  0.302  2.172
H  -4.400  4.661  -5.374
H  -2.600  -1.015  5.967
H  -3.478  -3.238  -1.504
H  -4.931  -5.108  0.339
H  -5.951  -4.244  -0.906
H  2.071  -1.634  -2.938
H  2.018  0.596  -0.778
H  8.032  -4.952  1.568
H  7.378  -4.065  0.302
H  0.427  5.420  -1.101
H  -4.386  3.052  -5.988
H  -2.322  0.368  3.950
H  -2.480  6.488  2.891
H  2.248  3.254  -2.272
H  -4.636  -2.420  -0.398
H  -0.203  1.339  1.056
H  2.016  -1.986  -1.133
H  -0.705  -0.324  -0.768
H  7.007  -3.628  3.136
H  2.819  0.591  -2.279
H  -1.535  0.273  6.327
H  -4.607  -5.217  -1.411
H  -2.837  1.843  4.870
H  0.725  -2.294  -2.103
H  0.224  -1.045  0.528
H  6.640  -2.502  1.840
H  2.065  -4.294  -1.406

The calculation puts the HOMO energy at -11.05 eV. The spin multiplicity is 1. As for the HOMO-LUMO gap: 5.0132 eV. The net charge is +1. The calculation puts the LUMO energy at -0.22201 Eh. Its largest force on an atom is 11.391 eV/A. The calculation puts the calculated total energy at -118778.84147 eV.

2.
Entry from the Open Molecules 2025 dataset: a cluster of 8 separate species, C38H52ClF22N2O15 in total (ωB97M-V with the def2-TZVPD basis set).

Positions of all 130 atoms, in Å:
Cl  -10.744  -0.395  -3.064
F  5.464  0.903  9.251
F  1.419  2.280  -5.307
F  -6.556  -4.986  -9.758
F  6.035  4.558  1.790
F  13.610  2.089  10.889
F  2.554  1.176  4.004
F  6.481  3.759  -0.167
F  -5.835  4.431  -1.292
F  -6.976  -5.922  -7.863
F  7.577  1.180  9.584
F  1.485  3.030  4.291
F  0.789  1.596  2.834
F  6.304  2.892  9.253
F  -5.871  5.371  -3.234
F  -3.646  -3.178  -1.244
F  3.035  0.958  -4.771
F  6.465  5.893  0.152
F  -6.523  6.469  -1.494
F  -6.876  -3.765  -8.005
F  12.744  2.022  8.909
F  14.386  0.716  9.418
F  2.255  2.344  -3.316
O  -8.527  4.380  -1.119
O  -9.130  -1.268  -1.042
O  -4.292  -5.592  -7.256
O  -4.135  -4.113  -8.953
O  7.857  1.371  6.837
O  11.270  0.760  11.091
O  2.012  3.584  1.472
O  -8.565  4.750  -3.345
O  5.629  1.696  6.676
O  12.298  -0.976  10.079
O  -0.104  1.046  -3.142
O  3.967  2.736  2.217
O  0.917  -0.708  -4.131
O  8.565  3.626  1.876
O  9.150  5.426  0.646
N  -7.356  -5.323  -1.209
N  -8.638  -4.329  -5.751
C  -9.043  -3.392  -3.676
C  5.811  0.251  4.732
C  -0.723  -0.587  -1.455
C  5.734  1.676  5.243
C  -9.843  -1.603  -1.995
C  -7.984  4.764  -2.292
C  1.902  2.156  3.352
C  -7.603  -4.078  -3.491
C  9.941  3.435  2.246
C  0.879  0.464  -3.860
C  -9.691  -3.915  -5.061
C  13.249  1.251  9.895
C  12.249  0.194  10.356
C  -6.351  -3.163  -3.041
C  -1.995  -5.191  -9.371
C  -6.554  5.256  -2.082
C  -3.699  -3.032  -2.671
C  -7.645  -5.452  -2.658
C  -6.297  -4.909  -8.442
C  -9.968  2.502  -1.659
C  6.827  4.725  0.711
C  -2.715  -4.017  -8.737
C  -4.802  -4.943  -8.133
C  8.312  4.671  1.061
C  2.720  4.311  0.454
C  -4.922  -3.855  -3.343
C  1.898  1.506  -4.311
C  6.534  1.623  8.857
C  -1.154  0.175  -2.694
C  -9.892  3.936  -1.173
C  10.330  4.379  3.367
C  2.769  2.830  2.293
C  10.691  -0.888  12.778
C  -10.001  -3.160  -2.408
C  10.236  -0.125  11.550
C  -7.299  -4.243  -5.089
C  3.055  3.406  -0.715
C  6.782  1.531  7.354
H  2.057  5.113  0.123
H  4.836  2.160  4.854
H  9.878  -1.501  13.173
H  -6.585  -3.439  -5.504
H  11.350  4.180  3.701
H  -6.401  -5.002  -1.015
H  -9.344  1.854  -1.037
H  2.151  2.927  -1.099
H  -4.912  -4.957  -3.015
H  6.713  -0.250  5.086
H  -10.285  4.005  -0.157
H  -2.745  -3.533  -3.084
H  -3.699  -1.956  -3.042
H  -8.067  -4.788  -0.700
H  0.119  -1.248  -1.668
H  10.593  3.552  1.377
H  -6.395  -2.192  -3.643
H  4.959  -0.332  5.094
H  -8.656  -4.736  -6.704
H  -0.914  -5.077  -9.275
H  -10.788  -3.915  -5.371
H  -6.388  -2.883  -1.928
H  10.034  2.401  2.584
H  3.615  4.781  0.868
H  6.590  2.269  4.911
H  -1.463  -0.500  -3.496
H  -10.490  4.605  -1.798
H  9.376  0.500  11.800
H  -11.080  -3.355  -2.774
H  9.923  -0.800  10.749
H  -6.821  -5.280  -5.159
H  -6.949  -6.265  -3.079
H  9.651  4.265  4.217
H  3.737  2.607  -0.417
H  5.811  0.233  3.640
H  -1.547  -1.191  -1.068
H  -2.389  -3.086  -9.205
H  -10.997  2.139  -1.626
H  11.536  -1.539  12.550
H  -2.492  -3.938  -7.670
H  -2.286  -6.134  -8.905
H  11.022  -0.196  13.557
H  -9.602  2.410  -2.683
H  -8.750  -2.311  -3.983
H  -0.395  0.105  -0.675
H  3.522  3.975  -1.522
H  -2.011  0.810  -2.458
H  -2.249  -5.268  -10.432
H  -9.821  -3.862  -1.532
H  -4.668  -3.877  -4.470
H  -8.713  -5.883  -2.743
H  10.268  5.421  3.048

The calculation puts the HOMO energy at -11.98 eV. The spin multiplicity is 1. As for the HOMO-LUMO gap: 7.1620 eV. The net charge is +1. The calculation puts the LUMO energy at -0.17701 Eh. Its largest force on an atom is 4.925 eV/A. The calculation puts the calculated total energy at -146242.24371 eV.

3.
Entry from the Open Molecules 2025 dataset: a structure of composition C42H42AsBF4N2O5P2Ti (ωB97M-V with the def2-TZVPD basis set).

Positions of all 100 atoms, in Å:
As  -1.057  3.525  0.803
Ti  0.913  1.283  0.494
P  -1.656  -0.463  -0.020
P  1.211  -1.239  -0.022
F  0.022  2.235  3.237
F  2.072  2.349  2.314
F  1.013  0.340  2.467
F  1.799  1.363  4.368
O  1.108  2.854  -0.458
O  -0.864  1.871  0.784
O  6.796  5.400  -0.824
O  5.539  7.171  -0.882
O  2.606  0.855  0.135
N  5.696  5.951  -0.828
N  -0.905  -3.097  -0.285
C  -3.712  -1.648  3.945
C  -1.393  -4.387  -0.219
C  -5.127  1.451  -1.102
C  2.146  4.951  -0.748
C  4.666  3.757  -0.621
C  -2.542  -0.969  1.507
C  -1.151  -5.214  0.882
C  1.478  -2.801  -2.347
C  3.050  -2.220  1.799
C  -4.125  0.870  -0.344
C  5.217  -2.151  0.074
C  -2.882  0.423  -2.351
C  -3.898  0.981  -3.104
C  -3.931  -2.428  2.822
C  3.959  -1.807  -0.388
C  1.241  -1.535  -1.820
C  -2.906  -0.526  3.852
C  -2.137  -4.905  -1.285
C  -3.008  0.323  -0.966
C  -5.027  1.490  -2.483
C  0.101  4.764  1.784
C  -2.354  -7.015  -0.159
C  2.226  3.565  -0.551
C  1.142  -1.944  -4.561
C  4.307  -2.577  2.251
C  -1.508  4.126  -1.009
C  2.864  -1.846  0.470
C  0.194  -2.718  0.560
C  -3.355  -2.095  1.608
C  1.422  -3.005  -3.713
C  -1.667  -2.085  -0.963
C  -2.321  -0.197  2.644
C  -2.610  -6.200  -1.249
C  -1.622  -6.511  0.903
C  4.546  5.132  -0.764
C  3.277  5.730  -0.827
C  0.972  -0.470  -2.675
C  5.393  -2.540  1.391
C  -2.776  3.820  1.713
C  0.917  -0.678  -4.042
C  3.632  1.580  -0.178
C  3.526  2.952  -0.469
B  1.247  1.584  3.171
H  -2.325  -4.296  -2.156
H  1.707  -3.624  -1.686
H  -4.174  -1.905  4.888
H  4.441  -2.868  3.281
H  2.207  -2.215  2.478
H  -2.451  3.637  -1.269
H  -4.553  -3.309  2.892
H  -3.551  -2.725  0.754
H  1.158  4.642  1.552
H  -1.419  -7.129  1.764
H  0.800  0.522  -2.242
H  -3.813  1.017  -4.181
H  -2.692  3.502  2.754
H  -2.719  -8.030  -0.137
H  -3.536  3.213  1.216
H  1.601  -3.990  -4.119
H  -4.218  0.811  0.733
H  -5.829  1.907  -3.074
H  3.208  6.801  -0.932
H  0.881  -3.570  0.636
H  -0.139  -2.459  1.584
H  3.830  -1.494  -1.416
H  -0.064  4.594  2.848
H  1.098  -2.106  -5.627
H  -2.723  0.092  4.717
H  -3.069  4.870  1.674
H  -3.175  -6.580  -2.087
H  -1.993  0.046  -2.842
H  -5.997  1.859  -0.610
H  -0.615  -4.832  1.736
H  -0.221  5.773  1.518
H  0.700  0.142  -4.712
H  -0.728  3.810  -1.699
H  -1.241  -1.875  -1.956
H  4.607  1.087  -0.175
H  -2.696  -2.427  -1.110
H  6.376  -2.806  1.749
H  1.162  5.404  -0.818
H  -1.630  5.208  -1.045
H  5.647  3.310  -0.578
H  6.065  -2.104  -0.593
H  -1.683  0.672  2.570

The calculation puts the HOMO energy (spin up / spin down) at -6.18 / -7.71 eV. The spin multiplicity is 3. As for the HOMO-LUMO gap (spin up / spin down): 6.0376 / 7.5949 eV. The calculation puts the LUMO energy (spin up / spin down) at -0.00514 / -0.00434 Eh. Its largest force on an atom is 4.198 eV/A. The calculation puts the calculated total energy at -171536.26395 eV.